Record 1
Molecular formula: C2H9N2O2S
Method: DFT, the ωB97M-V functional and the def2-TZVPD basis

## Properties
structure (SMILES)	[NH3+]CCN[SH](=O)=O
M	125.173	g mol⁻¹
LUMO energy	-3.210	eV
net charge	+1
orbital gap	0.4457	Eh
relative energy (zero: lowest compared OMol25 entry of this formula, charge and spin)	0.4747	eV
HOMO level	-15.34	eV

```
16
Properties=species:S:1:pos:R:3:forces:R:3
N 1.672423 -0.428741 0.560468 -0.38 2.31 -2.07
C 0.704817 0.499287 1.206105 -1.29 1.20 -0.01
C -0.779875 0.150182 0.764488 1.11 -1.51 1.24
N -1.062015 0.706324 -0.528691 -4.07 3.27 -1.35
S -0.939625 -0.302255 -1.785162 0.25 -1.12 -0.99
O -1.450604 0.302733 -2.982283 0.96 -0.37 1.22
O 0.420802 -0.873543 -1.620012 -1.05 0.76 -0.82
H 1.916376 -1.168877 1.165784 -0.33 -1.67 0.42
H 2.554947 0.022529 0.415701 0.76 0.69 -0.15
H 1.269651 -0.580547 -0.481321 0.33 -0.93 1.14
H 0.948481 0.460839 2.245932 -0.68 -0.40 0.94
H 0.834646 1.605002 1.014931 0.39 -1.38 -0.65
H -0.944977 -0.988238 0.756750 0.32 1.49 0.09
H -1.490777 0.532850 1.481957 0.02 0.20 0.26
H -1.982542 1.509424 -0.668585 3.67 -3.34 0.64
H -1.671728 -1.446968 -1.546062 -0.02 0.80 0.09
```
Positions in Å, forces in eV/Å.

Atom charges from the natural (NBO) analysis, given in e for atoms 1 to 2: N -0.716; C -0.253

Record 2
Molecular formula: C6H12N2O
Method: DFT, the ωB97M-V functional and the def2-TZVPD basis

## Properties
M	128.175	g mol⁻¹
LUMO energy (spin up / spin down)	-0.051 / -0.051	eV
net charge	0
orbital gap (spin up / spin down)	0.2110 / 0.2109	Eh
relative energy (zero: lowest compared OMol25 entry of this formula, charge and spin)	7.6762	eV
HOMO level (spin up / spin down)	-5.79 / -5.79	eV

```
21
Properties=species:S:1:pos:R:3:forces:R:3
C 0.558270 0.456790 0.440095 -2.20 -3.50 0.59
C 1.677332 1.075323 0.241865 1.31 -0.48 -0.63
C -0.725994 1.033994 0.854202 0.18 2.57 -1.00
C -0.918808 -1.665777 -0.225871 -0.45 2.55 -2.26
C -2.129632 -0.678006 -0.014994 2.00 -1.24 4.33
C 2.851371 0.496082 -0.446914 -0.03 -1.26 -0.34
N 0.275729 -1.378870 0.552907 0.77 2.33 0.51
N -1.657674 0.670335 -0.295262 3.71 -0.93 -2.06
O 1.250624 -2.101679 0.107036 0.11 -0.03 -0.14
H 1.886636 2.054314 0.499841 -0.37 2.39 0.93
H -1.243427 0.820469 1.751984 -0.09 -1.07 0.97
H -0.704625 2.131417 0.868833 0.23 0.14 -0.20
H -1.016387 -2.705133 -0.091862 -1.13 -1.21 0.47
H -0.790858 -1.556984 -1.357907 0.48 -0.24 0.81
H -2.941974 -0.994412 -0.530224 -2.36 -0.57 -2.11
H -2.464741 -0.615447 1.082323 0.44 -0.42 -1.47
H 3.725603 0.470775 0.242027 -0.32 0.27 -0.77
H 3.007398 1.097510 -1.382378 0.34 -0.69 0.82
H 2.547576 -0.549848 -0.656440 0.69 0.43 -0.31
H -2.329936 1.368211 -0.518020 -0.89 0.57 -0.16
H -0.856485 0.570940 -1.121235 -2.43 0.42 2.02
```
Positions in Å, forces in eV/Å.

Atom charges from the natural (NBO) analysis, given in e for atoms 1 to 2: C -0.066; C -0.215

Record 3
Molecular formula: C32H31GaN6OSSe3Te2
Method: DFT, the ωB97M-V functional and the def2-TZVPD basis

## Properties
M	1109.511	g mol⁻¹
LUMO energy (spin up / spin down)	1.965 / 0.394	eV
net charge	-1
orbital gap (spin up / spin down)	0.2743 / 0.2199	Eh
relative energy (zero: lowest compared OMol25 entry of this formula, charge and spin)	0.1089	eV
⟨S²⟩	0.7557
HOMO level (spin up / spin down)	-5.50 / -5.59	eV
2S+1	2

```
77
Properties=species:S:1:pos:R:3:forces:R:3
Ga 2.749382 -0.863592 -0.949105 0.10 -0.12 -0.14
Se 4.561538 0.655387 -1.368349 -0.04 0.00 -0.04
Se 6.111578 -0.833478 -0.396650 -0.10 0.02 0.01
Te 6.161226 -0.286076 1.978655 0.02 0.00 0.04
Se 2.624920 -1.375925 1.424542 -0.06 0.00 0.03
N 1.091748 2.678606 -1.476793 0.02 -0.08 -0.05
C 1.402981 3.156051 -2.684345 -0.01 0.16 -0.02
S 2.990252 3.303993 -3.211741 -0.03 0.06 0.02
N 0.384001 3.579054 -3.480825 0.00 -0.04 0.01
C -1.012333 3.434119 -3.292056 -0.01 0.06 0.01
C -1.576849 2.210974 -2.954751 -0.05 -0.04 0.01
C -2.951899 2.093279 -2.814775 0.00 -0.01 0.03
C -3.776195 3.188444 -3.027965 0.01 0.02 -0.01
C -3.212791 4.407970 -3.385270 -0.02 -0.01 0.00
C -1.838328 4.534357 -3.510977 0.02 0.02 0.04
H 1.834132 2.267659 -0.937083 0.04 -0.01 0.03
H 0.148158 2.468972 -1.192779 -0.02 0.02 0.00
H 0.701209 4.050062 -4.310652 0.02 -0.01 -0.06
H -0.960681 1.334467 -2.829179 0.05 0.01 -0.01
H -3.361960 1.125067 -2.553548 0.00 0.01 0.00
H -4.849930 3.092646 -2.925498 0.02 0.01 0.00
H -3.845738 5.269628 -3.558364 0.01 -0.01 0.00
H -1.392774 5.487506 -3.771553 -0.01 -0.02 0.01
N 3.214338 -2.534033 -1.831762 -0.01 0.14 0.07
C 3.466497 -3.647905 -2.073432 0.08 -0.31 -0.11
N 3.722979 -4.830182 -2.470147 0.01 0.10 0.23
C 4.053987 -5.785942 -1.607648 -0.03 0.03 -0.08
N 4.345740 -6.678921 -0.930808 -0.02 0.08 -0.08
C -2.094614 -2.898835 7.035108 0.00 -0.01 0.00
C -1.558829 -2.617412 5.656662 0.00 0.00 0.00
C -0.334989 -3.110530 5.239451 0.02 -0.01 -0.01
C 0.184664 -2.846387 3.970945 -0.02 -0.03 0.01
C 1.487374 -3.529074 3.629721 -0.03 0.00 0.02
C -0.525406 -2.015697 3.090233 -0.05 -0.02 0.05
Te 0.135983 -1.432346 1.030284 0.02 0.05 -0.01
N 0.916085 -0.558921 -1.056330 -0.16 -0.05 0.07
C 0.015799 -0.757309 -2.009694 -0.12 0.01 0.01
O -1.196056 -0.993529 -1.767920 0.24 0.13 0.06
C 0.390044 -0.619788 -3.473722 0.00 -0.04 -0.03
C -0.500409 -1.105602 -4.430743 0.05 -0.04 0.01
C -0.239216 -0.944506 -5.781236 0.00 -0.01 0.00
C 0.906755 -0.273390 -6.195370 -0.02 0.00 0.01
C 1.785909 0.232601 -5.251056 0.00 0.00 0.01
C 1.528068 0.054768 -3.897627 -0.01 -0.01 -0.03
C -0.347930 0.605434 1.433868 0.01 0.02 0.00
C -1.193359 1.184403 0.486515 0.07 -0.03 0.00
C -1.612440 2.497964 0.619935 -0.02 -0.02 0.01
C -1.174874 3.243958 1.706360 0.01 0.00 0.01
C -0.334717 2.665431 2.639364 -0.01 0.00 0.00
C 0.097512 1.337899 2.537839 -0.04 -0.02 0.03
C 1.017426 0.825340 3.613804 0.01 0.00 -0.01
C -1.819526 -1.601900 3.464567 0.02 0.00 0.00
C -2.777068 -0.879261 2.541636 0.02 -0.03 -0.02
C -2.301313 -1.892374 4.737105 -0.01 0.01 -0.01
H -1.388707 -3.490543 7.618143 -0.01 0.01 -0.01
H -3.037031 -3.448669 6.987164 0.01 0.01 0.00
H -2.286270 -1.971059 7.578172 0.01 0.00 -0.01
H 0.238850 -3.741829 5.912165 -0.01 0.01 -0.01
H 1.589583 -4.435242 4.228182 0.00 0.01 0.00
H 2.349227 -2.893259 3.835228 -0.01 0.01 0.00
H 1.548575 -3.814327 2.581838 -0.01 -0.01 -0.01
H -1.397717 -1.600334 -4.084015 0.00 -0.01 -0.01
H -0.933109 -1.335799 -6.515850 0.01 0.00 0.01
H 1.105562 -0.137822 -7.251790 0.00 0.00 0.01
H 2.668056 0.783095 -5.553497 -0.01 0.00 0.01
H 2.210402 0.500749 -3.185382 -0.01 -0.04 0.00
H -1.512979 0.589196 -0.363382 -0.04 -0.01 -0.01
H -2.269292 2.932837 -0.124107 -0.01 0.00 0.00
H -1.486300 4.274598 1.825191 0.00 -0.01 0.00
H 0.006730 3.250097 3.486598 0.00 -0.01 -0.01
H 0.875845 1.408245 4.525013 0.01 0.00 -0.02
H 2.057906 0.921103 3.301816 0.02 0.01 -0.01
H 0.844594 -0.221897 3.849250 0.00 0.04 0.00
H -2.640304 -1.145870 1.491746 0.01 0.00 0.00
H -2.684443 0.204370 2.617711 0.01 0.02 0.00
H -3.800473 -1.147006 2.806707 0.00 0.00 0.00
H -3.298754 -1.553792 5.006295 0.02 -0.01 -0.01
```
Positions in Å, forces in eV/Å.

Atom charges from the Mulliken analysis, given in e for atoms 1 to 2: Ga 0.248; Se -0.083

Record 4
Molecular formula: C4H8NO
Method: DFT, the ωB97M-V functional and the def2-TZVPD basis

## Properties
M	86.114	g mol⁻¹
LUMO energy	-6.060	eV
net charge	+1
orbital gap	0.3433	Eh
relative energy (zero: lowest compared OMol25 entry of this formula, charge and spin)	3.9672	eV
HOMO level	-15.40	eV

```
14
Properties=species:S:1:pos:R:3:forces:R:3
C 1.019665 0.067888 -0.296192 -2.79 -0.42 1.34
C 2.198144 -0.306695 -0.272811 4.07 -2.56 -0.31
C -0.433551 0.031399 -0.187237 -0.36 0.06 0.67
C -1.136507 1.283967 0.070017 -2.13 2.91 0.70
N -0.389887 -0.826751 1.024970 1.58 -3.84 0.04
O -0.845388 -0.670287 -1.264800 2.71 -0.69 -0.90
H 2.570047 -1.329620 0.160905 -0.72 2.25 -0.35
H 2.921768 0.192513 -0.932331 -0.15 -0.05 0.19
H -1.952870 1.188475 0.900362 1.56 0.15 -1.66
H -1.561241 1.749694 -0.859492 -0.03 -1.05 0.65
H -0.441405 2.096156 0.298356 0.03 -0.24 0.79
H -0.200540 -1.870210 0.756709 -0.60 2.54 0.43
H -0.019506 -0.713433 2.015382 -0.60 0.98 -1.93
H -1.728728 -0.893096 -1.413838 -2.57 -0.03 0.34
```
Positions in Å, forces in eV/Å.

Atom charges from the natural (NBO) analysis, given in e for atoms 1 to 2: C 0.431; C -0.486

Record 5
Molecular formula: C5H14N4
Method: DFT, the ωB97M-V functional and the def2-TZVPD basis

## Properties
structure (SMILES)	[H]/N=N\N(C)[C@H](C)N(C)C
M	130.195	g mol⁻¹
LUMO energy	0.768	eV
net charge	0
orbital gap	0.3086	Eh
relative energy (zero: lowest compared OMol25 entry of this formula, charge and spin)	3.1470	eV
HOMO level	-7.63	eV

```
23
Properties=species:S:1:pos:R:3:forces:R:3
H -0.672567 -1.673778 -0.652741 -1.35 -0.14 0.33
N -1.849282 -1.846281 -0.681925 1.43 -0.21 -0.35
N -2.410676 -0.873811 -0.303680 0.17 1.32 0.86
N -1.490531 0.239922 0.501159 -0.41 -0.73 -0.54
C -1.871136 1.587918 0.165518 0.00 -0.04 -0.08
C -0.151152 -0.134787 0.797662 0.26 -0.56 -0.47
C 0.698430 0.980093 1.403587 -0.18 -0.11 -0.14
N 0.507919 -0.812236 -0.415216 0.25 0.42 0.22
C 0.724929 0.064550 -1.563924 -0.02 -0.12 0.20
C 1.692788 -1.598231 -0.083200 -0.12 0.20 0.00
H -1.814192 2.250262 1.036538 0.00 -0.06 -0.05
H -1.289540 2.052319 -0.643860 -0.04 -0.01 0.00
H -2.915094 1.554338 -0.153808 0.04 -0.01 0.02
H -0.196211 -0.968115 1.514824 0.04 0.02 -0.03
H 0.214136 1.349782 2.305795 0.00 0.00 0.03
H 1.686618 0.607974 1.673814 -0.02 -0.01 -0.01
H 0.815704 1.816757 0.715687 0.00 0.01 -0.02
H 1.039612 -0.538841 -2.417120 -0.01 0.02 0.01
H -0.207401 0.560881 -1.820238 -0.03 0.02 -0.03
H 1.495267 0.820651 -1.374545 0.00 0.01 0.01
H 1.957675 -2.229646 -0.933247 -0.02 0.01 0.03
H 2.558382 -0.970319 0.157123 0.00 -0.01 0.01
H 1.476324 -2.239399 0.771799 0.01 -0.01 -0.01
```
Positions in Å, forces in eV/Å.

Atom charges from the natural (NBO) analysis, given in e for atoms 1 to 2: H 0.375; N -0.360

Record 6
Molecular formula: C27H32Cl2F5N2OPtSTe
Method: DFT, the ωB97M-V functional and the def2-TZVPD basis

## Properties
M	921.207	g mol⁻¹
LUMO energy	2.268	eV
net charge	-1
orbital gap	0.2804	Eh
relative energy (zero: lowest compared OMol25 entry of this formula, charge and spin)	0.0000	eV
HOMO level	-5.36	eV

```
72
Properties=species:S:1:pos:R:3:forces:R:3
Pt 0.235171 0.370729 0.628472 -0.36 0.28 -0.14
C 0.837686 -3.477279 3.292328 0.01 0.00 -0.02
C 0.948072 -3.281250 1.780075 -0.01 0.01 0.03
C 1.948089 -4.267844 1.172856 0.00 0.00 0.00
C -0.398764 -3.390710 1.088477 0.00 -0.06 -0.01
C -1.260175 -4.436641 1.397075 0.02 0.02 0.02
C -2.486962 -4.542494 0.768966 -0.02 0.00 -0.01
C -2.867491 -3.591795 -0.161226 0.00 -0.02 0.02
C -2.046337 -2.519703 -0.509910 0.05 0.02 0.00
C -2.675947 -1.498632 -1.456484 -0.04 0.01 0.02
C -3.372227 -0.384798 -0.665654 -0.02 0.04 -0.03
C -1.880817 -0.895524 -2.618695 0.04 -0.04 -0.03
C -0.790555 -2.462563 0.115455 -0.04 -0.04 -0.04
N 0.148664 -1.437915 -0.216328 0.01 -0.06 0.01
C 1.040359 -1.662619 -1.136006 -0.12 -0.02 -0.05
C 1.925669 -0.656484 -1.484537 0.05 0.13 0.01
C 2.974545 -0.663462 -2.411595 -0.08 -0.10 0.03
C 3.523304 0.590146 -2.352639 -0.01 0.12 -0.02
C 2.787199 1.347042 -1.404236 0.01 -0.05 -0.05
N 1.814362 0.590002 -0.857601 0.10 -0.14 -0.10
C 3.170274 2.794527 -1.165764 0.00 -0.04 0.03
C 4.602397 2.821098 -0.608480 0.03 0.01 0.00
C 3.129755 3.557208 -2.499052 0.06 0.00 -0.03
C 2.263082 3.507513 -0.190103 -0.15 0.03 0.06
H 1.807389 -3.298189 3.761388 0.00 0.00 0.00
H 0.532439 -4.494246 3.548145 0.00 0.00 0.01
H 0.115704 -2.780394 3.718790 -0.01 0.00 0.00
H 1.326741 -2.271538 1.613509 -0.01 -0.01 0.01
H 1.603379 -5.296559 1.306909 -0.01 0.00 0.00
H 2.924686 -4.170398 1.651842 0.00 0.00 0.00
H 2.076748 -4.096239 0.102830 0.01 0.00 0.00
H -0.968114 -5.171448 2.136757 0.00 0.00 0.00
H -3.155110 -5.359916 1.011230 0.00 0.00 0.00
H -3.841509 -3.667343 -0.631340 0.01 0.01 0.00
H -3.463176 -2.068968 -1.961735 0.00 0.00 0.00
H -2.642306 0.206397 -0.116429 -0.06 0.01 -0.08
H -4.080559 -0.808352 0.049125 0.01 -0.01 0.02
H -3.885601 0.290496 -1.350542 0.01 -0.03 0.01
H -0.254905 0.220986 -2.528073 -0.01 0.07 -0.04
H -2.601036 -0.606521 -3.384898 0.01 -0.03 -0.04
H -1.200631 -1.628181 -3.065292 0.00 -0.02 0.03
H 1.053350 -2.625805 -1.638346 -0.01 0.00 -0.01
H 3.261532 -1.493082 -3.038869 0.00 -0.01 0.00
H 4.338900 0.970043 -2.945766 0.00 -0.01 0.01
H 5.308221 2.348076 -1.292378 0.00 0.01 0.01
H 4.657161 2.299178 0.349910 0.00 0.00 -0.01
H 4.916174 3.857099 -0.456211 0.01 0.00 0.01
H 3.809631 3.120372 -3.232551 -0.02 0.02 0.01
H 3.440648 4.591370 -2.325338 0.00 -0.01 -0.01
H 2.126262 3.566632 -2.921685 -0.07 -0.03 0.00
H 2.324291 3.039104 0.790680 -0.11 -0.04 0.11
H 1.237923 3.510561 -0.562047 -0.07 -0.01 0.05
H 2.585095 4.546204 -0.081898 -0.02 -0.01 -0.01
Cl -0.198183 2.538250 1.465978 0.30 0.09 -0.12
C -1.426355 2.347777 2.693368 -0.02 -0.05 0.03
C -1.881167 3.494968 3.314183 0.01 0.02 0.00
C -2.844038 3.377698 4.301267 0.00 0.00 -0.01
C -3.322064 2.119776 4.643052 -0.01 0.00 0.00
C -2.844951 0.996022 3.997182 -0.01 0.01 -0.02
Cl -3.470824 -0.556164 4.459215 0.00 0.00 -0.01
C -1.874966 1.066773 2.984881 0.04 0.05 0.00
S -1.300054 -0.352801 2.170281 0.22 -0.08 0.10
H -1.486470 4.458287 3.020597 0.00 0.00 0.00
H -3.222245 4.258384 4.801390 0.00 0.00 0.00
H -4.073189 2.001694 5.411859 0.00 0.00 0.00
F -1.177161 2.871834 -1.662534 -0.01 -0.06 -0.04
Te -1.507979 2.598245 -3.534268 -0.04 0.34 -0.04
F -0.526920 4.426949 -3.677452 0.04 -0.06 0.00
F 0.308232 1.957653 -3.506860 0.07 -0.05 0.07
F -1.621538 1.045570 -4.836851 -0.02 -0.01 0.06
F -3.273334 1.928773 -2.802357 0.06 -0.05 -0.04
O -1.179475 0.282423 -2.256042 0.17 -0.15 0.22
```
Positions in Å, forces in eV/Å.

Atom charges from the Mulliken analysis, given in e for atoms 1 to 2: Pt 1.301; C -1.611

> Number 3 is which compound?

C32H31GaN6OSSe3Te2